# 1
Computed, not measured: a molecular structure, CFI2O2S, with ωB97M-V/def2-TZVPD.

- gap between HOMO and LUMO (alpha / beta) (eV) = 4.8 / 4.8
- net charge = -1
- HOMO energy (alpha / beta) (eV) = -4.3 / -4.3
- energy above the lowest of the compared OMol25 structures with the same formula, charge and spin (kcal/mol) = 36.0
- strongest force on any atom (eV Å⁻¹) = 2.721
- LUMO level (alpha / beta) (eV) = 0.49 / 0.46

```
7
CFI2O2S | OMol25 | ωB97M-V/def2-TZVPD
C 0.8602 -0.0460 0.5708
O -1.0390 1.3824 -0.6505
O -1.6809 -0.7703 0.3555
F 1.7288 0.7684 -0.0541
S -0.6849 -0.0041 -0.3752
I 1.4990 -2.0599 0.4312
I 2.4203 -5.4253 -0.4246
```


# 2
Computed, not measured: a molecular structure, C7H25O6Ti2, with ωB97M-V/def2-TZVPD.

- gap between HOMO and LUMO (alpha / beta) (eV) = 5.9 / 8.4
- net charge = +1
- HOMO energy (alpha / beta) (eV) = -9.4 / -12.4
- strongest force on any atom (eV Å⁻¹) = 2.143
- LUMO level (alpha / beta) (eV) = -3.41 / -4.00
- multiplicity = 7

```
40
C7H25O6Ti2 | OMol25 | ωB97M-V/def2-TZVPD
Ti -21.8740 14.7422 26.9996
Ti -24.8171 14.0575 26.0825
O -22.6696 13.1120 25.5882
H -22.4314 12.6832 26.4210
C -20.2530 12.5541 28.7944
O -20.8748 13.8713 28.9110
H -20.9101 11.8392 29.2989
H -20.3061 12.2784 27.7418
H -19.2533 12.5516 29.2150
H -21.0752 14.0065 29.8437
C -24.7443 13.2466 23.0212
O -23.9050 14.3045 23.4904
H -25.5483 13.6508 22.4127
H -24.1439 12.5336 22.4533
H -25.2207 12.6664 23.8312
H -23.3028 13.9188 24.1433
C -24.6789 14.8007 29.0940
O -23.9717 13.7467 28.3752
H -25.4282 14.3298 29.7344
H -23.9679 15.2622 29.7818
H -25.1441 15.5126 28.4219
H -23.6678 13.0625 28.9794
C -23.8791 8.4146 25.6814
C -23.5666 9.8759 25.9028
O -23.2451 10.4398 24.6413
H -24.1292 7.9068 26.6150
H -22.9112 7.9916 25.4031
H -24.6585 8.2597 24.9443
H -22.7264 9.9623 26.6110
H -24.3788 10.4543 26.3732
H -23.0660 11.3896 24.7716
C -18.7507 13.7958 22.4704
C -20.1650 13.5068 22.9671
O -20.2150 13.5868 24.3701
H -18.1506 12.9348 22.7839
H -18.3098 14.6618 22.9678
H -18.6334 13.9436 21.4011
H -20.4742 12.5501 22.5362
H -20.8145 14.2630 22.5038
H -21.1192 13.4025 24.6795
```


# 3
Computed, not measured: 3 unconnected molecules or ions with the total composition C33H70FN5O6P2S, with ωB97M-V/def2-TZVPD.

- gap between HOMO and LUMO (alpha / beta) (eV) = 8.1 / 9.4
- net charge = 0
- HOMO energy (alpha / beta) (eV) = -7.6 / -8.9
- strongest force on any atom (eV Å⁻¹) = 0.355
- LUMO level (alpha / beta) (eV) = 0.46 / 0.46
- multiplicity = 3

```
118
C33H70FN5O6P2S | OMol25 | ωB97M-V/def2-TZVPD
C -0.8033 2.0377 1.7070
C -1.6128 2.2356 2.9967
C -2.9674 2.9065 2.7636
C -3.9710 2.1065 1.9210
C -4.9350 1.2227 2.7054
C -5.7676 2.0357 3.7506
N -5.9943 3.4221 3.3858
O -4.1996 0.3070 3.5852
S -3.4976 -0.9997 3.0573
O -3.0956 -1.6718 4.2497
O -2.5433 -0.6787 2.0391
C -4.8328 -1.8908 2.2408
C -4.8839 -3.3240 2.7836
C -3.6286 -4.1435 2.4263
C -3.0211 -4.8735 3.6251
N -3.7893 -6.0850 3.9431
C -6.1811 -1.1064 2.1823
C -6.9908 -1.8526 1.0521
C -8.4402 -2.3291 1.2464
C -9.5283 -1.2770 1.2069
F -10.7343 -1.8845 1.4992
P -7.0459 -1.2064 3.8335
N -7.5728 -2.5354 4.4384
C -5.8180 0.3633 1.7328
P -7.1942 1.4030 1.0911
O -6.8171 2.7006 0.4977
H -1.2312 2.6112 0.8801
H -0.7766 0.9933 1.3982
H 0.2262 2.3741 1.8143
H -1.7465 1.2775 3.5002
H -1.0541 2.8653 3.6936
H -3.4119 3.1889 3.7188
H -2.7838 3.8472 2.2374
H -3.4325 1.4831 1.2024
H -4.6053 2.7860 1.3534
H -6.7093 1.5119 3.9399
H -5.2089 1.9796 4.6836
H -5.7969 4.0490 4.1509
H -6.9218 3.6159 3.0398
H -4.4765 -1.9269 1.2072
H -5.7707 -3.8018 2.3629
H -5.0303 -3.3046 3.8635
H -3.9059 -4.9031 1.6919
H -2.8681 -3.5131 1.9571
H -1.9703 -5.0926 3.4153
H -3.0330 -4.2095 4.4891
H -3.9204 -6.1845 4.9397
H -3.3138 -6.9188 3.6264
H -6.9248 -1.2544 0.1408
H -6.4278 -2.7551 0.8171
H -8.6453 -3.0300 0.4340
H -8.5517 -2.8851 2.1770
H -9.6272 -0.8298 0.2158
H -9.3840 -0.4830 1.9424
H -8.0332 -0.2090 3.6677
H -6.1631 -0.5053 4.6676
H -7.4283 -3.3879 3.9205
H -5.2140 0.2150 0.8250
H -7.8667 0.5384 0.2194
H -8.1085 1.4766 2.1610
C 2.2891 4.5974 -3.1110
C 2.6859 4.4131 -1.6417
C 4.1841 4.6695 -1.4049
C 5.0922 3.5573 -1.9131
C 4.6860 2.2148 -1.3164
C 3.2201 1.8625 -1.6019
N 2.3732 3.0264 -1.1479
O 2.0147 2.9695 0.0824
C 3.0410 1.5190 -3.0808
C 2.7987 0.6417 -0.7894
C 1.8677 5.4065 -0.8213
H 2.5052 3.7430 -3.7398
H 1.2183 4.7934 -3.1818
H 2.8163 5.4599 -3.5220
H 4.3389 4.7861 -0.3279
H 4.4400 5.6247 -1.8712
H 5.0793 3.5160 -3.0061
H 6.1227 3.7812 -1.6283
H 5.3061 1.4047 -1.7099
H 4.8270 2.2484 -0.2310
H 1.9865 1.4360 -3.3492
H 3.5211 0.5556 -3.2501
H 3.5232 2.2230 -3.7546
H 2.9867 0.7784 0.2718
H 3.3691 -0.2151 -1.1496
H 1.7351 0.4390 -0.9223
H 0.8081 5.1552 -0.8624
H 2.0081 6.3995 -1.2555
H 2.1740 5.4257 0.2206
C 8.3122 -2.1546 -1.5143
C 6.9432 -2.1711 -2.2038
C 6.6419 -3.5203 -2.8782
C 7.4205 -3.7607 -4.1644
C 7.1981 -2.6188 -5.1489
C 7.5763 -1.2522 -4.5639
N 6.8350 -1.0993 -3.2571
O 5.6704 -0.5738 -3.3745
C 9.0933 -1.1337 -4.4038
C 7.1172 -0.1273 -5.4875
C 5.8916 -1.9003 -1.1326
H 9.1467 -1.9735 -2.1800
H 8.3303 -1.3770 -0.7497
H 8.4786 -3.1134 -1.0214
H 5.5717 -3.5521 -3.1035
H 6.8398 -4.3116 -2.1511
H 8.4856 -3.8924 -3.9533
H 7.0809 -4.6950 -4.6157
H 7.7774 -2.7709 -6.0637
H 6.1420 -2.5904 -5.4335
H 9.3565 -0.2607 -3.8052
H 9.5241 -1.0056 -5.3973
H 9.5581 -2.0137 -3.9672
H 6.0573 -0.1987 -5.7126
H 7.6846 -0.1913 -6.4174
H 7.3048 0.8453 -5.0311
H 5.9917 -0.8891 -0.7379
H 6.0514 -2.6084 -0.3163
H 4.8819 -2.0230 -1.5132
```


# 4
Computed, not measured: a molecular structure, C57H54BrN6OP2S2Se2Si2W, with ωB97M-V/def2-TZVPD.

- gap between HOMO and LUMO (eV) = 5.0
- net charge = +1
- HOMO energy (eV) = -9.7
- energy above the lowest of the compared OMol25 structures with the same formula, charge and spin (kcal/mol) = 38.0
- strongest force on any atom (eV Å⁻¹) = 3.512
- LUMO level (eV) = -4.69

```
128
C57H54BrN6OP2S2Se2Si2W | OMol25 | ωB97M-V/def2-TZVPD
W -0.8125 1.4099 0.3842
C -4.2974 2.6669 3.5244
C -3.3702 2.6381 2.3549
N -2.5016 1.6587 2.2160
N -2.5508 0.7950 3.2828
C -1.7510 -0.2054 3.3471
S -0.6389 -0.6434 2.0942
S -1.8526 -1.1157 4.8187
C -0.4317 -2.2846 4.7019
C 0.8796 -1.6114 4.9543
C 1.8548 -1.5320 3.9682
C 3.0628 -0.8986 4.2103
C 3.3104 -0.3394 5.4526
C 2.3425 -0.4109 6.4428
C 1.1355 -1.0384 6.1951
C -3.4382 3.7057 1.3741
C -4.0340 4.9412 1.6597
C -4.1980 5.8966 0.6791
C -3.8027 5.6375 -0.6277
C -3.1885 4.4408 -0.9373
C -2.9535 3.4968 0.0646
O -2.2892 2.3651 -0.2041
H -4.5837 1.6524 3.7942
H -5.1790 3.2633 3.3158
H -3.7747 3.0740 4.3901
H -0.4819 -2.7473 3.7186
H -0.6561 -3.0270 5.4679
H 1.6610 -1.9704 3.0022
H 3.8097 -0.8442 3.4312
H 4.2494 0.1552 5.6479
H 2.5273 0.0255 7.4127
H 0.3855 -1.0866 6.9703
H -4.3476 5.1559 2.6679
H -4.6525 6.8425 0.9253
H -3.9741 6.3655 -1.4054
H -2.8704 4.2177 -1.9438
Se 4.9889 -2.2442 -1.6510
P 3.0919 -3.0295 -1.3254
C 2.3483 -3.7372 -2.8376
C 2.5747 -3.0347 -4.0172
C 2.1923 -3.5733 -5.2302
C 1.5840 -4.8181 -5.2681
C 1.3515 -5.5167 -4.0958
C 1.7402 -4.9854 -2.8790
C 3.1035 -4.3136 -0.0423
C 2.5773 -4.0932 1.2237
C 2.7652 -5.0305 2.2230
C 3.4817 -6.1860 1.9562
C 4.0162 -6.4054 0.6942
C 3.8409 -5.4640 -0.3026
C 1.9310 -1.7556 -0.7346
C 0.5768 -1.3810 -0.7963
N 0.5261 -0.1113 -0.2854
N 1.7620 0.2341 0.0711
N 2.5831 -0.7185 -0.1877
P -1.0377 -2.0178 -1.2693
Se -2.4962 -0.4762 -0.6431
C -1.0152 -2.3049 -3.0626
C -0.2608 -1.4677 -3.8780
C -0.2887 -1.6381 -5.2492
C -1.0412 -2.6598 -5.8049
C -1.7719 -3.5094 -4.9889
C -1.7749 -3.3282 -3.6179
C -1.4332 -3.6185 -0.5147
C -0.4144 -4.5291 -0.2686
C -0.7278 -5.8008 0.1763
C -2.0527 -6.1583 0.3680
C -3.0674 -5.2384 0.1438
C -2.7646 -3.9637 -0.3004
H 3.0917 -2.0846 -3.9709
H 2.3882 -3.0358 -6.1462
H 1.3150 -5.2567 -6.2162
H 0.8856 -6.4904 -4.1266
H 1.5977 -5.5572 -1.9741
H 2.0290 -3.1825 1.4182
H 2.3691 -4.8500 3.2125
H 3.6411 -6.9112 2.7398
H 4.5856 -7.3017 0.4957
H 4.2871 -5.5960 -1.2796
H 0.3556 -0.6950 -3.4451
H 0.2806 -0.9734 -5.8807
H -1.0489 -2.8007 -6.8746
H -2.3473 -4.3139 -5.4202
H -2.3543 -3.9809 -2.9821
H 0.6123 -4.2386 -0.4295
H 0.0642 -6.5102 0.3674
H -2.2969 -7.1576 0.6925
H -4.0961 -5.5189 0.3094
H -3.5411 -3.2310 -0.4882
C -0.6675 6.3296 1.3654
Si 0.1786 4.8823 0.4368
C 2.0717 5.0648 0.5702
C -0.1593 5.1019 -1.4264
C -0.1924 6.4305 -1.8549
C -0.2044 6.7664 -3.1938
C -0.1709 5.7654 -4.1487
C -0.1415 4.4474 -3.7411
C -0.1431 4.0929 -2.3943
Si -0.1108 2.2220 -1.9635
C 1.4768 1.6646 -2.9317
C -1.5892 1.6134 -3.1123
H -0.3585 6.3757 2.4055
H -1.7521 6.2808 1.3269
H -0.3803 7.2744 0.9202
H 2.3831 5.2378 1.5942
H 2.3938 5.9211 -0.0139
H 2.6117 4.1944 0.2045
H -0.1926 7.2202 -1.1237
H -0.2305 7.8043 -3.4889
H -0.1715 6.0146 -5.1986
H -0.0902 3.6693 -4.4866
H 1.2941 1.6480 -4.0028
H 1.8567 0.6860 -2.6488
H 2.2864 2.3663 -2.7548
H -1.5953 2.1082 -4.0792
H -2.5514 1.8288 -2.6452
H -1.5721 0.5437 -3.3145
Br 3.0816 2.7992 2.9310
C -0.2146 3.3673 1.6142
C -0.7078 3.6769 2.8567
C -0.4194 2.8728 4.0077
C 0.5457 1.9405 3.9313
C 1.2599 1.7579 2.6589
N 0.5642 2.1883 1.5097
H -1.2982 4.5639 3.0068
H -0.9499 3.0595 4.9288
H 0.8791 1.3681 4.7833
H 1.6854 0.7635 2.5135
```


# 5
Computed, not measured: 9 unconnected molecules or ions with the total composition C33H70BrN10O21PS3, with ωB97M-V/def2-TZVPD.

- gap between HOMO and LUMO (eV) = 8.1
- net charge = 0
- HOMO energy (eV) = -8.1
- strongest force on any atom (eV Å⁻¹) = 4.864
- LUMO level (eV) = -0.04

```
139
C33H70BrN10O21PS3 | OMol25 | ωB97M-V/def2-TZVPD
C -1.0397 0.0279 4.2261
C -1.4920 -1.2477 3.5299
C -0.9164 -1.3658 2.1586
C -1.0865 -0.0881 1.3580
C -1.1927 -0.2554 -0.1446
O -0.3631 -1.3195 -0.5085
C 1.0623 -1.1838 -0.3893
C 1.7164 -1.4657 -1.6872
C 1.2827 -0.5573 -2.8082
C 3.2255 -1.6255 -1.5799
C 4.0762 -0.6002 -0.8654
C 4.1613 -0.7981 0.6142
C 3.7600 0.8258 -1.1787
O -0.6532 0.9293 -0.8164
S -1.0802 2.4251 -0.3670
O -0.2565 2.7947 0.7159
O -2.5420 2.2247 0.2992
C -3.5485 1.8558 -0.6775
C -4.8415 1.8775 0.0192
C -5.3329 3.2772 0.2407
C -6.6555 3.2714 0.8972
Br -8.0662 2.9518 -0.3748
C -3.2997 0.5669 -1.4488
P -2.7394 0.9702 -3.1376
S -4.1936 1.0467 -4.4274
C -2.5887 -0.6027 -0.7364
C -3.5091 -1.0559 0.3466
C -2.4533 -1.7761 -1.6851
C -3.6961 -2.1675 -2.4753
C -4.6216 -3.1254 -1.7881
C -5.3587 -3.9736 -2.7633
S -6.6713 -3.0335 -3.5746
C -7.7274 -2.9658 -2.2746
N -7.7658 -2.0599 -1.4250
N -8.7911 -2.4370 -0.5280
C -9.2430 -3.4954 -0.9378
O -8.6547 -3.9383 -2.0442
H -1.8665 0.6833 4.3480
H -0.3233 0.5765 3.6686
H -0.6605 -0.1494 5.2026
H -1.1931 -2.0778 4.1194
H -2.5424 -1.2374 3.4955
H -1.3320 -2.2124 1.6765
H 0.1275 -1.5145 2.2945
H -1.8684 0.4975 1.7781
H -0.2054 0.4737 1.5112
H 1.3708 -0.2700 0.0556
H 1.3898 -1.9524 0.2683
H 1.3369 -2.4276 -1.9463
H 1.3080 0.4648 -2.5290
H 1.8875 -0.7371 -3.6655
H 0.2720 -0.7753 -3.0340
H 3.4105 -2.5665 -1.1209
H 3.5756 -1.7199 -2.5778
H 5.0616 -0.7565 -1.2139
H 4.1591 -1.8278 0.8854
H 3.4199 -0.2359 1.1329
H 5.1065 -0.4164 0.9150
H 2.7717 1.1103 -0.9103
H 3.8428 0.9759 -2.2279
H 4.4881 1.4588 -0.7303
H -3.6094 2.6513 -1.3855
H -5.5810 1.3546 -0.5455
H -4.7701 1.4197 0.9805
H -5.3662 3.8010 -0.6839
H -4.6520 3.7241 0.9251
H -6.7099 2.5095 1.6286
H -6.8690 4.1874 1.3793
H -4.2653 0.1985 -1.6307
H -2.1678 2.2262 -2.9940
H -1.6631 0.1547 -3.4639
H -3.2052 -1.9891 0.7379
H -3.6137 -0.3416 1.1148
H -4.4777 -1.1733 -0.0561
H -1.7036 -1.5788 -2.3962
H -2.1867 -2.6243 -1.1222
H -4.2331 -1.3464 -2.8932
H -3.3249 -2.7000 -3.3150
H -4.0563 -3.7524 -1.1343
H -5.3720 -2.6048 -1.2402
H -4.7317 -4.3317 -3.5395
H -5.8246 -4.7841 -2.2519
H -10.0133 -4.0603 -0.5044
C 6.3160 4.4403 -0.1340
N 6.6041 3.0179 -0.4516
O 6.6210 2.6753 -1.6096
O 6.8154 2.2737 0.4860
H 6.1536 4.9702 -1.0615
H 5.4268 4.4603 0.4852
H 7.1674 4.8396 0.4007
C -0.4535 6.2028 1.2590
N 0.4932 7.1107 0.5556
O 1.6591 6.7889 0.5088
O 0.0328 8.1189 0.0763
H 0.0935 5.3468 1.6297
H -0.8976 6.7704 2.0694
H -1.2077 5.8985 0.5422
C 8.7665 -3.1154 -1.0925
N 7.4637 -2.5573 -0.6330
O 6.5042 -2.6883 -1.3583
O 7.4582 -2.0064 0.4436
H 8.6169 -3.5720 -2.0613
H 9.4694 -2.2916 -1.1456
H 9.0842 -3.8432 -0.3543
C 9.9642 7.1643 2.3610
N 9.1356 6.7913 1.1811
O 7.9717 6.5054 1.3724
O 9.6781 6.7951 0.1035
H 9.3410 7.1123 3.2431
H 10.7862 6.4593 2.4126
H 10.3312 8.1702 2.1911
C 4.9953 1.9108 3.2477
N 4.9705 1.9712 4.7391
O 4.1853 1.2637 5.3264
O 5.7629 2.7190 5.2696
H 4.2498 1.1981 2.9181
H 4.7829 2.9078 2.8789
H 5.9912 1.6012 2.9532
C -5.6369 -3.2158 -7.5908
N -4.8202 -2.7874 -6.4220
O -4.9230 -1.6493 -6.0435
O -4.1030 -3.6345 -5.9221
H -6.2201 -2.3676 -7.9223
H -4.9506 -3.5528 -8.3598
H -6.2721 -4.0296 -7.2583
C -3.3039 -5.1158 3.2842
N -4.1762 -4.1179 2.6054
O -3.9999 -2.9491 2.8642
O -4.9995 -4.5465 1.8289
H -2.6241 -4.5819 3.9350
H -3.9507 -5.7825 3.8435
H -2.7702 -5.6576 2.5110
C 3.7964 -3.5630 4.2015
N 3.0875 -2.4799 3.4660
O 3.4259 -1.3425 3.6833
O 2.2181 -2.8275 2.6963
H 4.5372 -3.1060 4.8435
H 3.0528 -4.1048 4.7752
H 4.2553 -4.2086 3.4606
```


# 6
Computed, not measured: 2 unconnected molecules or ions with the total composition C3H10BNO, with ωB97M-V/def2-TZVPD.

- gap between HOMO and LUMO (eV) = 10.4
- net charge = 0
- HOMO energy (eV) = -9.9
- energy above the lowest of the compared OMol25 structures with the same formula, charge and spin (kcal/mol) = 17.9
- strongest force on any atom (eV Å⁻¹) = 4.899
- LUMO level (eV) = 0.52

```
16
C3H10BNO | OMol25 | ωB97M-V/def2-TZVPD
C -1.0123 0.6680 -1.4521
B -1.3941 0.1193 0.0025
N -2.0140 0.8546 1.0788
O -1.3694 -1.1930 0.1436
H -0.6362 -0.1909 -2.0889
H -0.2530 1.4785 -1.4878
H -1.8464 0.9412 -2.0873
H -2.3187 1.7748 0.9711
H -2.5138 0.2825 1.7814
H -1.6793 -1.7711 0.8573
C 2.7038 -1.0908 0.0595
C 2.3476 0.0655 0.6344
H 3.6687 -1.4528 0.0894
H 2.0340 -1.6150 -0.4282
H 2.9786 0.5967 1.3153
H 1.3044 0.5328 0.6112
```


- strongest force on any atom of number 2 (C7H25O6Ti2)?
  2.143 eV Å⁻¹


Please write out number 6 again, unchanged.
Computed, not measured: 2 unconnected molecules or ions with the total composition C3H10BNO, with ωB97M-V/def2-TZVPD.

- gap between HOMO and LUMO (eV) = 10.4
- net charge = 0
- HOMO energy (eV) = -9.9
- energy above the lowest of the compared OMol25 structures with the same formula, charge and spin (kcal/mol) = 17.9
- strongest force on any atom (eV Å⁻¹) = 4.899
- LUMO level (eV) = 0.52

```
16
C3H10BNO | OMol25 | ωB97M-V/def2-TZVPD
C -1.0123 0.6680 -1.4521
B -1.3941 0.1193 0.0025
N -2.0140 0.8546 1.0788
O -1.3694 -1.1930 0.1436
H -0.6362 -0.1909 -2.0889
H -0.2530 1.4785 -1.4878
H -1.8464 0.9412 -2.0873
H -2.3187 1.7748 0.9711
H -2.5138 0.2825 1.7814
H -1.6793 -1.7711 0.8573
C 2.7038 -1.0908 0.0595
C 2.3476 0.0655 0.6344
H 3.6687 -1.4528 0.0894
H 2.0340 -1.6150 -0.4282
H 2.9786 0.5967 1.3153
H 1.3044 0.5328 0.6112
```


- Look up the strongest force on any atom of the sixth one.
  4.899 eV Å⁻¹